Record 1
60
Properties=species:S:1:pos:R:3:lowdin_charge:R:1 method="wB97M-V/def2-TZVPD" homo_energy_ha=-0.296 smiles="CCN1CCN(CCCNC(=O)CCC(=O)N2CCOc3ccccc32)CC1" total_energy_ha=-1264.17882 molar_mass_g_mol=388.51 e_above_lowest_kcal_mol=46.22 gap_ev=8.74 e_lumo_ev=0.669
C 1.48571 3.76589 -0.03874 -0.080
C 2.92060 3.62032 -0.55678 -0.247
N 3.48714 2.28609 -0.53551 -0.185
C 2.83182 1.33472 -1.40681 -0.175
C 3.68294 0.07098 -1.49906 -0.162
N 3.84870 -0.50495 -0.17411 -0.216
C 4.50047 -1.80978 -0.20095 -0.192
C 3.51754 -2.93734 -0.53457 -0.158
C 2.44325 -3.09796 0.54078 -0.168
N 1.63831 -1.90132 0.62991 0.074
C 0.30264 -1.90883 0.67459 -0.493
O -0.37062 -2.92598 0.72595 0.034
C -0.34330 -0.52738 0.66749 -0.075
C -1.37671 -0.40448 1.80278 -0.078
C -2.62776 0.31961 1.33050 -0.439
O -2.75681 1.51294 1.51764 0.066
N -3.56404 -0.43556 0.68813 0.018
C -3.37970 -1.80527 0.24445 -0.094
C -3.55827 -1.83171 -1.27221 -0.146
O -4.86536 -1.45436 -1.63581 -0.024
C -5.40893 -0.44417 -0.89243 -0.202
C -6.64890 0.02971 -1.30725 -0.010
C -7.28164 1.04160 -0.61471 -0.092
C -6.68037 1.58525 0.50834 -0.089
C -5.45456 1.11430 0.93673 -0.007
C -4.79623 0.10423 0.24252 -0.119
C 4.51520 0.46094 0.68350 -0.167
C 3.65387 1.71815 0.78458 -0.180
H 0.79332 3.16946 -0.62763 0.065
H 1.41238 3.46064 1.00208 0.066
H 1.18102 4.80636 -0.10903 0.072
H 2.96541 3.96791 -1.59317 0.113
H 3.58318 4.25623 0.03788 0.113
H 2.73139 1.77953 -2.39918 0.128
H 1.82618 1.05572 -1.04554 0.110
H 3.18609 -0.65392 -2.14626 0.118
H 4.66008 0.32629 -1.94165 0.130
H 4.91639 -1.99879 0.79223 0.120
H 5.33494 -1.82293 -0.92060 0.124
H 3.03799 -2.74696 -1.49534 0.106
H 4.07666 -3.87013 -0.61775 0.114
H 1.77760 -3.93442 0.31191 0.119
H 2.91915 -3.29090 1.51029 0.124
H 2.18511 -1.04834 0.50212 0.099
H -0.83723 -0.41180 -0.30136 0.124
H 0.41008 0.25470 0.75147 0.096
H -0.95836 0.19252 2.61397 0.124
H -1.61926 -1.39158 2.19666 0.116
H -2.40015 -2.20487 0.49723 0.092
H -4.15212 -2.43396 0.70329 0.148
H -3.40635 -2.83762 -1.66891 0.133
H -2.83299 -1.14985 -1.73990 0.132
H -7.09138 -0.41724 -2.18347 0.117
H -8.24149 1.40306 -0.95074 0.101
H -7.16932 2.37315 1.06007 0.100
H -4.99243 1.53445 1.81342 0.109
H 4.64143 0.02502 1.67762 0.123
H 5.50639 0.73551 0.28798 0.130
H 4.15148 2.45146 1.42252 0.127
H 2.68982 1.44565 1.25087 0.115

Record 2
62
Properties=species:S:1:pos:R:3:lowdin_charge:R:1 method="wB97M-V/def2-TZVPD" homo_energy_ha=-0.405 total_energy_ha=-1716.76738 molar_mass_g_mol=434.59 gap_ev=8.04 total_charge=+1 e_lumo_ev=-2.967
N 2.56945 -2.75479 5.23500 0.160
N 2.65617 -2.73002 3.84021 -0.057
C 3.01943 -3.73541 3.05771 -0.014
N 2.95221 -3.29938 1.80590 0.175
C 2.53308 -1.99107 1.76818 -0.098
C 2.33427 -1.16946 0.55331 -0.252
C 3.37627 -0.41049 0.04879 -0.006
C 3.13399 0.38407 -1.07044 -0.037
C 1.86757 0.37182 -1.61758 -0.019
C 0.89537 -0.43482 -1.03215 -0.110
N 1.10402 -1.19364 0.03650 0.132
C 2.33850 -1.63434 3.06168 -0.192
N 1.93333 -0.42413 3.61385 0.129
C 0.78605 -0.27987 4.04782 -0.734
S -0.61746 0.00971 4.59718 0.901
H 3.40496 -3.19842 5.60474 0.119
H 2.58592 -1.78569 5.54489 0.106
H 3.31718 -4.71432 3.39318 0.167
H 3.16073 -3.85539 0.98943 0.191
H 4.34855 -0.42563 0.52665 0.120
H 3.92151 0.99760 -1.49023 0.118
H 1.61646 0.97749 -2.48278 0.112
H -0.09474 -0.45054 -1.47131 0.103
C -0.01749 -3.55548 -4.90095 -0.163
C -1.24764 -3.83286 -4.03911 -0.163
C -1.11471 -2.76454 -2.96349 -0.208
O -0.47353 -1.64367 -3.58350 -0.183
C 0.04510 -2.03576 -4.86050 -0.199
H -0.09692 -3.94375 -5.91451 0.116
H 0.87400 -3.98587 -4.43957 0.114
H -2.15807 -3.67532 -4.61994 0.117
H -1.27717 -4.84032 -3.62779 0.113
H -0.48891 -3.11386 -2.13345 0.110
H -2.07429 -2.44116 -2.55847 0.121
H -0.57966 -1.59559 -5.64451 0.112
H 1.05711 -1.64187 -4.96383 0.120
C -0.70211 1.76476 -6.55794 -0.164
C -1.80048 1.97548 -5.51647 -0.161
C -0.98973 2.04948 -4.23000 -0.207
O 0.27833 2.61039 -4.58141 -0.154
C 0.41895 2.63525 -6.00504 -0.200
H -0.99493 2.04816 -7.56734 0.114
H -0.39392 0.71690 -6.57302 0.097
H -2.31352 2.92192 -5.69704 0.115
H -2.54591 1.18190 -5.49768 0.112
H -0.82961 1.04715 -3.81473 0.096
H -1.45580 2.67418 -3.46665 0.118
H 0.32606 3.66912 -6.35193 0.119
H 1.41303 2.27183 -6.26761 0.116
C -2.01622 3.33774 5.95885 -0.190
C -3.04441 2.37440 6.55090 -0.183
C -3.28590 2.98741 7.92524 -0.203
O -3.10300 4.39247 7.76842 -0.133
C -2.50499 4.67448 6.50479 -0.203
H -1.97079 3.31949 4.87003 0.106
H -1.02014 3.11104 6.34824 0.108
H -3.96186 2.39532 5.95945 0.116
H -2.70174 1.34077 6.61068 0.085
H -2.56113 2.61478 8.65750 0.118
H -4.28914 2.79947 8.30762 0.119
H -3.25843 5.11725 5.84515 0.120
H -1.70267 5.39861 6.64687 0.119

Record 3
80
Properties=species:S:1:pos:R:3:lowdin_charge:R:1 method="wB97M-V/def2-TZVPD" homo_energy_ha=-0.183 total_energy_ha=-9140.14305 molar_mass_g_mol=1021.73 gap_ev=6.85 total_charge=-1 e_lumo_ev=1.867
C -0.04890 2.05323 -1.28647 -0.134
N -1.32738 2.38205 -0.64486 -0.093
C -1.88930 1.24451 0.05801 -0.206
N -1.06783 0.81807 1.18927 -0.038
O -1.11218 1.85963 2.17667 -0.055
C 0.01074 2.51465 2.17157 -0.477
N 0.83739 3.30781 2.04536 0.152
C -1.38754 -0.49866 1.74982 -0.318
C -0.48149 -1.55515 1.04035 -0.102
C 0.95628 -1.13388 0.81315 -0.152
C 1.69887 -0.36382 1.70847 -0.069
C 3.02541 -0.04098 1.48980 -0.193
C 3.66663 -0.46663 0.32806 -0.177
C 2.93554 -1.19306 -0.59554 -0.098
C 1.59775 -1.53497 -0.37274 -0.223
C 0.91312 -2.34071 -1.47006 -0.047
C -1.15809 -0.60344 3.32268 -0.702
O -0.23489 -1.35145 3.71273 -0.039
O -1.92755 0.02244 4.06177 -0.009
P -3.14513 -1.05081 1.48998 0.520
O -4.17700 -0.10473 1.90562 -0.250
O -3.29683 -2.38312 2.41624 -0.111
O -3.35781 -1.58949 -0.04040 -0.148
H -0.24829 1.28365 -2.03926 0.066
H 0.71484 1.74801 -0.56370 0.073
H 0.26302 2.92990 -1.85528 -0.005
H -1.26099 3.17989 -0.02627 0.026
H -2.89506 1.55355 0.36816 0.129
H -1.91682 0.42698 -0.66607 0.124
H -0.53722 -2.47736 1.62770 0.126
H -0.92417 -1.74400 0.05908 0.072
H 1.24527 0.00370 2.61933 0.104
H 3.59903 0.53325 2.20898 0.104
H 4.71265 -0.24104 0.15034 0.099
H 3.42662 -1.52886 -1.50567 0.088
H 0.83749 -3.40531 -1.24209 0.082
H 1.47494 -2.17443 -2.39270 0.070
H -0.07073 -1.90047 -1.65739 0.064
H -2.78974 -3.11671 2.04201 0.070
H -3.32627 -2.55336 -0.04344 0.068
C 5.16326 -2.89861 3.62233 -0.987
Cl 6.47833 -3.89810 2.97203 0.446
Cl 3.99942 -2.44347 2.37806 0.696
H 4.65380 -3.46559 4.39160 -0.026
H 5.59062 -1.99613 4.04455 0.028
C 0.20447 3.54529 -5.48970 -1.006
Cl -1.11104 2.53154 -4.89101 0.524
Cl 1.03638 4.35565 -4.15746 0.535
H 0.91518 2.92029 -6.01783 0.024
H -0.20282 4.29563 -6.15740 0.023
C -4.58016 1.09698 -6.15481 -1.066
Cl -3.83233 0.18324 -4.84188 0.508
Cl -3.91725 0.63726 -7.73350 0.491
H -5.64247 0.89655 -6.14827 -0.062
H -4.39767 2.15345 -5.99331 0.022
C 4.35457 -7.11831 5.02787 -1.007
Cl 3.43017 -5.86178 4.20501 0.550
Cl 6.09231 -6.77260 5.06607 0.489
H 3.99696 -7.20215 6.04745 0.023
H 4.20431 -8.05331 4.50067 0.022
C -7.47927 0.21722 -3.58283 -1.011
Cl -7.50354 0.70471 -1.89161 0.536
Cl -7.41047 1.61867 -4.67018 0.540
H -6.60194 -0.39624 -3.75792 0.002
H -8.38125 -0.34248 -3.80093 0.024
C -1.83322 5.52604 4.17868 -0.980
Cl -1.64949 4.41810 2.82329 0.683
Cl -0.31073 6.34769 4.57562 0.485
H -2.57256 6.27717 3.92501 0.019
H -2.15628 4.95954 5.04442 0.029
C 5.74889 -5.64623 -0.66485 -1.023
Cl 5.10379 -5.99992 0.93781 0.475
Cl 4.74044 -4.48317 -1.53444 0.513
H 6.74337 -5.22858 -0.55334 0.023
H 5.79037 -6.56612 -1.23670 0.019
C -0.28261 7.05494 -1.84919 -1.035
Cl -1.45470 8.31850 -1.43533 0.491
Cl -0.67977 5.51247 -1.09923 0.568
H -0.27868 6.92579 -2.92566 0.001
H 0.69721 7.36714 -1.50623 0.026

Record 4
64
Properties=species:S:1:pos:R:3:mulliken_spin:R:1 method="wB97M-V/def2-TZVPD" homo_energy_ha="-0.240 / -0.236" multiplicity=4 total_energy_ha=-5855.12750 molar_mass_g_mol=581.66 e_above_lowest_kcal_mol=78.09 gap_ev="7.00 / 4.55" e_lumo_ev="0.469 / -1.869"
Co -0.05640 0.38383 -0.07674 1.943
C -1.54684 -4.90469 -1.76643 -0.002
C -2.22572 -3.67016 -1.31343 -0.057
N -3.46782 -3.35648 -1.55420 0.227
N -3.63372 -2.10849 -1.05437 0.317
C -2.50330 -1.63727 -0.26341 -0.146
S -3.11963 0.99471 -0.08594 -0.007
N -1.59067 -2.72516 -0.58777 0.247
N -0.25864 -2.78907 -0.26487 -0.008
H -2.27504 -5.58981 -2.19223 -0.001
H -1.02810 -5.37347 -0.93188 0.001
H -0.80116 -4.65484 -2.52205 0.002
H -4.57972 -1.86122 -0.80016 -0.014
H -0.13137 -2.75079 0.74202 0.009
H 0.21920 -1.96091 -0.63106 0.004
C -0.62201 1.38967 -2.88935 0.052
Si -1.86208 -0.01950 -2.59748 0.036
C -3.51074 0.41851 -3.40953 0.001
C -1.18163 -1.52129 -3.52864 -0.004
C -1.94557 -0.25077 -0.70208 0.205
C -2.12156 2.30913 0.48920 0.002
C -2.75974 3.40779 1.07305 0.003
C -1.99533 4.46257 1.51882 -0.007
C -0.61251 4.41144 1.35373 0.006
C -0.06618 3.29726 0.75786 -0.005
N -0.79619 2.25491 0.33732 0.013
Si -3.00536 -1.75243 1.66222 0.117
C -4.87246 -1.52891 1.84405 0.002
C -2.10318 -0.51305 2.74155 0.024
C -2.61838 -3.55108 2.09402 0.005
H -0.27083 1.38504 -3.92405 0.003
H 0.25953 1.27963 -2.24642 -0.029
H -1.06055 2.36899 -2.68648 -0.001
H -3.36034 0.59275 -4.47834 0.001
H -3.95610 1.31675 -2.98095 -0.001
H -4.22919 -0.39741 -3.30444 0.000
H -0.95593 -1.21774 -4.55335 -0.001
H -1.91830 -2.32630 -3.58124 0.000
H -0.26278 -1.92033 -3.09160 0.001
H -3.83759 3.39706 1.16759 0.001
H -2.46411 5.31606 1.99071 -0.001
H 0.02210 5.22108 1.68355 0.000
H 1.00332 3.21026 0.60910 0.002
H -5.18750 -0.51676 1.59366 -0.001
H -5.14447 -1.71755 2.88553 0.000
H -5.44485 -2.23145 1.23169 0.001
H -2.81697 0.10717 3.28703 0.001
H -1.48303 0.15390 2.14225 0.002
H -1.44126 -0.99748 3.46166 0.001
H -3.07364 -4.23101 1.36856 0.000
H -3.02944 -3.79422 3.07600 0.000
H -1.54791 -3.76557 2.12346 -0.001
Se 1.59939 -0.49398 1.31349 0.039
C 3.35360 -0.06132 0.70237 -0.004
C 3.57584 0.88665 -0.29416 0.012
C 4.86778 1.17957 -0.70591 -0.002
C 5.94963 0.53063 -0.12927 0.005
C 5.73356 -0.41291 0.86576 -0.002
C 4.44425 -0.70653 1.28184 0.005
H 2.72835 1.38696 -0.74775 0.004
H 5.03384 1.91649 -1.48260 0.000
H 6.95712 0.75505 -0.45615 0.000
H 6.57443 -0.92514 1.31721 0.000
H 4.26747 -1.44011 2.05812 -0.001